Entry 1:
ORCA calculation (the ωB97M-V functional and the def2-TZVPD basis) on 16 unconnected molecules or ions with the total composition C60H162N10O26 in a non-equilibrium geometry.

Element x y z (Å)
O (1.2574, 2.8485, 11.2601)
H (1.0858, 1.9882, 10.8692)
H (0.3740, 3.2015, 11.4508)
O (3.1164, -1.2903, 3.7091)
H (2.3296, -1.4115, 4.2473)
H (3.6797, -0.7192, 4.2433)
O (-1.2517, 3.3994, 12.3774)
H (-2.2326, 3.3916, 12.4531)
H (-0.9318, 3.6611, 13.2483)
O (2.6614, 0.1622, 6.7852)
H (1.7290, 0.1232, 7.0953)
H (3.0308, 0.9377, 7.2200)
O (0.8926, 2.4413, 3.3458)
H (1.4996, 3.1827, 3.4486)
H (0.0917, 2.8313, 2.9791)
O (-0.6494, 0.0341, 12.2531)
H (-0.5180, 0.6010, 11.4825)
H (-1.5442, -0.3089, 12.1465)
C (-4.0388, -5.3240, 10.3271)
O (-3.1315, -5.2627, 11.4038)
C (-1.9385, -4.5819, 11.1253)
C (-1.1828, -4.1035, 12.3618)
N (0.1923, -3.6948, 12.0750)
C (0.4357, -3.0687, 10.7784)
C (1.9064, -2.6836, 10.6553)
O (2.0208, -1.4213, 11.2775)
C (2.7210, -0.4140, 10.5072)
H (-4.9978, -5.6574, 10.7178)
H (-3.6898, -6.0199, 9.5612)
H (-4.2022, -4.3347, 9.8876)
H (-2.1423, -3.7113, 10.4862)
H (-1.3092, -5.1762, 10.4484)
H (-1.2509, -4.8443, 13.1609)
H (-1.7278, -3.2368, 12.7621)
H (0.6015, -3.2029, 12.8532)
H (-0.0847, -2.1183, 10.5889)
H (0.0345, -3.6691, 9.9622)
H (2.1986, -2.6840, 9.5977)
H (2.4970, -3.5164, 11.0560)
H (3.6555, -0.9000, 10.2279)
H (2.8920, 0.4177, 11.1848)
H (2.0640, -0.1506, 9.6763)
C (-2.0332, -6.2469, 4.4661)
O (-2.8417, -7.3275, 4.9276)
C (-2.4381, -8.6027, 4.4158)
C (-3.5587, -9.6628, 4.4018)
N (-4.7681, -9.1443, 3.8065)
C (-4.7241, -8.5224, 2.4907)
C (-5.7419, -7.3974, 2.3723)
O (-6.8877, -7.5926, 3.1684)
C (-7.6603, -6.4518, 3.2915)
H (-2.1518, -5.4845, 5.2323)
H (-2.3654, -5.8375, 3.5036)
H (-1.0311, -6.6469, 4.2900)
H (-1.5171, -8.8651, 4.9443)
H (-2.1599, -8.5003, 3.3588)
H (-3.7494, -9.9672, 5.4334)
H (-3.0901, -10.5499, 3.9692)
H (-5.0112, -8.3605, 4.4037)
H (-4.7040, -9.1408, 1.5910)
H (-3.7791, -7.9665, 2.3734)
H (-6.0255, -7.1376, 1.3433)
H (-5.3047, -6.4154, 2.6171)
H (-7.8163, -5.9625, 2.3113)
H (-7.0999, -5.6136, 3.7523)
H (-8.5966, -6.5812, 3.8241)
C (-2.0818, 5.1921, 5.9504)
O (-1.4640, 5.1934, 7.2080)
C (-2.0013, 6.2162, 8.0523)
C (-0.9951, 6.7776, 9.0415)
N (0.3480, 6.8209, 8.4576)
C (1.5029, 6.7705, 9.3335)
C (2.7763, 6.6295, 8.4819)
O (2.5824, 5.6493, 7.4844)
C (3.7034, 5.4591, 6.6605)
H (-1.5211, 4.4659, 5.3582)
H (-2.0545, 6.1661, 5.4461)
H (-3.1374, 4.9101, 5.8377)
H (-2.7483, 5.7018, 8.6673)
H (-2.4821, 6.9881, 7.4503)
H (-0.9050, 6.0919, 9.8997)
H (-1.2197, 7.8038, 9.3437)
H (0.3656, 6.0449, 7.7997)
H (1.4952, 6.0472, 10.1575)
H (1.5047, 7.8010, 9.7092)
H (3.4668, 6.2372, 9.2409)
H (3.0416, 7.5511, 7.9587)
H (4.5672, 5.0543, 7.2031)
H (4.0521, 6.4280, 6.2740)
H (3.3783, 4.7770, 5.8784)
C (3.3048, -9.5774, 8.5856)
O (3.3267, -8.1572, 8.5150)
C (2.8018, -7.5957, 9.7074)
C (2.2758, -6.1691, 9.4802)
N (1.0141, -6.0055, 8.7772)
C (0.5803, -7.0073, 7.8430)
C (1.3435, -6.8680, 6.5268)
O (0.9027, -7.9331, 5.6819)
C (1.5958, -8.1080, 4.4820)
H (2.3013, -9.8838, 8.9050)
H (3.9493, -9.9456, 9.3917)
H (3.5457, -9.9919, 7.6126)
H (3.6388, -7.4814, 10.4083)
H (2.0696, -8.2027, 10.2498)
H (3.1104, -5.6549, 8.9950)
H (2.1526, -5.7826, 10.4930)
H (0.3245, -5.7665, 9.4729)
H (-0.4781, -7.1860, 7.6196)
H (0.6835, -8.0452, 8.2173)
H (2.4303, -6.9268, 6.6147)
H (1.0805, -5.9116, 6.0609)
H (1.3121, -9.0443, 3.9978)
H (2.6647, -8.1970, 4.7110)
H (1.4635, -7.3513, 3.6991)
C (-2.6457, 1.8477, 2.7744)
O (-3.5808, 1.3157, 3.7405)
C (-4.5337, 2.2677, 4.1929)
C (-5.4157, 1.6041, 5.2248)
N (-5.2429, 2.1972, 6.5492)
C (-5.7809, 3.5073, 6.8818)
C (-7.2846, 3.6569, 6.7223)
O (-7.5265, 3.8251, 5.3330)
C (-8.8839, 3.8321, 4.9426)
H (-2.1249, 1.0392, 2.2700)
H (-1.9163, 2.3476, 3.4202)
H (-3.0525, 2.5761, 2.0739)
H (-5.1487, 2.6074, 3.3505)
H (-3.9946, 3.1255, 4.6076)
H (-5.1960, 0.5516, 5.4279)
H (-6.4855, 1.5825, 4.9815)
H (-5.3475, 1.5475, 7.3188)
H (-5.2685, 4.3191, 6.3624)
H (-5.5888, 3.5777, 7.9577)
H (-7.6232, 4.5729, 7.2229)
H (-7.7652, 2.7588, 7.1262)
H (-8.9122, 3.9949, 3.8692)
H (-9.4445, 4.5795, 5.5113)
H (-9.3329, 2.8530, 5.1504)
C (-7.3236, 3.9528, 11.1662)
O (-6.0891, 4.4341, 10.6976)
C (-5.3287, 5.2737, 11.5408)
C (-3.9534, 4.6083, 11.7986)
N (-4.1246, 3.3417, 12.5519)
C (-4.6620, 3.5001, 13.8950)
C (-5.0926, 2.1127, 14.4136)
O (-6.1934, 1.6530, 13.6896)
C (-6.8504, 0.5618, 14.3035)
H (-7.8922, 4.7183, 11.7047)
H (-7.1781, 3.0623, 11.7867)
H (-7.9647, 3.6611, 10.3316)
H (-5.8103, 5.6976, 12.4222)
H (-5.1402, 6.1570, 10.9189)
H (-3.2211, 5.1932, 12.3549)
H (-3.5210, 4.3912, 10.8230)
H (-4.8291, 2.7888, 12.0695)
H (-5.5092, 4.1942, 13.9794)
H (-3.9755, 3.9327, 14.6304)
H (-5.3827, 2.3318, 15.4481)
H (-4.1789, 1.5138, 14.3653)
H (-7.8135, 0.3842, 13.8312)
H (-7.0508, 0.8215, 15.3500)
H (-6.1843, -0.3037, 14.2801)
C (-1.9177, 1.8987, 9.6865)
O (-0.5395, 1.6129, 9.5045)
C (-0.0312, 2.3003, 8.3761)
C (-0.4927, 1.7967, 7.0329)
N (-0.2642, 0.3956, 6.8343)
C (-0.8829, -0.1024, 5.5829)
C (-0.5111, -1.5763, 5.4570)
O (-0.9568, -2.3022, 6.6234)
C (-0.1100, -3.4320, 6.7573)
H (-2.1173, 2.9510, 9.8929)
H (-2.3188, 1.2146, 10.4312)
H (-2.5308, 1.6977, 8.7978)
H (1.0548, 2.3113, 8.5095)
H (-0.2637, 3.3718, 8.4006)
H (0.0235, 2.3784, 6.2636)
H (-1.5385, 2.1390, 6.9654)
H (-0.7714, -0.1932, 7.4919)
H (-0.4866, 0.4536, 4.7329)
H (-1.9657, 0.0182, 5.6782)
H (0.5759, -1.6406, 5.4057)
H (-0.9308, -1.9433, 4.5179)
H (0.9251, -3.2207, 7.0442)
H (0.0289, -3.9858, 5.8167)
H (-0.6384, -4.1180, 7.4192)
C (-4.2697, -1.7742, 2.5873)
O (-4.3790, -2.7848, 1.6058)
C (-4.8573, -2.3847, 0.3442)
C (-5.2485, -3.6251, -0.4311)
N (-4.1123, -4.4672, -0.7636)
C (-4.3060, -5.8074, -0.2287)
C (-3.0988, -6.7000, -0.5536)
O (-2.1383, -6.4506, 0.4568)
C (-0.8644, -6.9865, 0.2047)
H (-4.4023, -0.7824, 2.1462)
H (-3.2297, -1.7986, 2.9265)
H (-4.9030, -1.9564, 3.4549)
H (-4.0941, -1.8569, -0.2426)
H (-5.6830, -1.6688, 0.3999)
H (-5.8071, -3.4548, -1.3566)
H (-5.9698, -4.1423, 0.2127)
H (-3.1870, -4.1657, -0.4907)
H (-5.1486, -6.2833, -0.7354)
H (-4.3529, -5.7684, 0.8615)
H (-2.8776, -6.5223, -1.6101)
H (-3.4027, -7.7457, -0.4114)
H (-0.2053, -6.8141, 1.0561)
H (-0.3427, -6.5864, -0.6708)
H (-1.0055, -8.0721, 0.0968)
C (-4.6044, -1.9714, 12.2720)
O (-3.8807, -1.7442, 11.0812)
C (-4.7549, -1.5499, 9.9811)
C (-5.2569, -0.0921, 10.0104)
N (-6.0039, 0.2100, 8.7467)
C (-7.4571, 0.0191, 8.8905)
C (-7.9330, -1.4395, 8.8558)
O (-7.2566, -2.0919, 7.8202)
C (-7.5017, -3.4677, 7.6968)
H (-5.2498, -2.8430, 12.1094)
H (-5.2739, -1.1650, 12.5918)
H (-3.8662, -2.1248, 13.0575)
H (-5.5933, -2.2545, 9.8871)
H (-4.2471, -1.8068, 9.0472)
H (-4.3157, 0.4552, 10.0232)
H (-5.9328, 0.1313, 10.8317)
H (-5.7722, -0.5438, 8.1018)
H (-7.9392, 0.5069, 8.0369)
H (-7.8534, 0.5552, 9.7548)
H (-8.9876, -1.2974, 8.5847)
H (-7.8773, -1.8944, 9.8489)
H (-7.0195, -4.0831, 8.4636)
H (-7.2047, -3.8695, 6.7303)
H (-8.5747, -3.6759, 7.7845)
C (4.1542, 3.3416, 9.7917)
O (5.4460, 3.7078, 9.3291)
C (6.1076, 4.5567, 10.2232)
C (7.2195, 5.2596, 9.4297)
N (8.2507, 5.8117, 10.2955)
C (9.4083, 6.2101, 9.4411)
C (10.5133, 6.7496, 10.3523)
O (10.7609, 5.7631, 11.3469)
C (11.5979, 6.2592, 12.3724)
H (3.5607, 4.2565, 9.8832)
H (4.1503, 2.8070, 10.7422)
H (3.6386, 2.7331, 9.0503)
H (6.5230, 4.1200, 11.1379)
H (5.4150, 5.3621, 10.5099)
H (6.7459, 5.9967, 8.7802)
H (7.6376, 4.4845, 8.7697)
H (8.6459, 5.0787, 10.8782)
H (8.9754, 7.0385, 8.8758)
H (9.6826, 5.3800, 8.7843)
H (10.0270, 7.6104, 10.8216)
H (11.4271, 7.0166, 9.8182)
H (11.8159, 5.3711, 12.9812)
H (11.1094, 6.8663, 13.1443)
H (12.4957, 6.6520, 11.8900)

Cartesian forces, eV/Å:
0.4 0.3 0.1
-0.1 0.0 0.0
0.1 -0.2 0.0
0.1 -0.1 -0.1
0.0 0.1 0.1
-0.2 0.0 0.1
-0.3 0.4 0.2
0.4 -0.5 0.0
0.0 -0.1 -0.1
-0.2 -0.1 0.2
0.1 0.1 -0.5
0.0 -0.1 0.0
-0.1 0.1 0.0
0.0 -0.1 0.0
0.1 0.0 0.0
-0.2 -0.1 0.1
0.1 0.0 0.1
0.0 0.0 -0.1
0.2 0.2 0.2
-0.2 0.1 0.8
0.4 0.5 -1.3
-0.5 0.7 0.2
-0.3 -1.2 -0.7
-0.2 0.7 0.0
-0.8 -0.5 -0.9
0.8 0.1 0.3
-0.6 -1.7 0.9
0.0 -0.2 0.1
0.0 0.0 -0.2
0.2 0.1 -0.1
-0.3 0.2 0.2
0.2 -0.5 0.4
0.4 -0.3 -0.2
-0.3 0.0 -0.1
0.0 0.3 -0.1
-0.2 0.2 0.5
0.6 -0.5 0.1
-0.1 0.5 -0.1
0.3 0.5 0.7
0.2 0.6 -0.6
0.0 0.1 -0.1
0.4 0.2 -0.3
-0.4 -0.8 -0.2
-0.7 -0.5 -0.3
0.5 0.4 -0.6
1.4 0.9 0.9
-0.8 -0.2 -0.1
1.4 1.1 -0.4
-0.5 1.2 -0.2
-0.2 -0.9 0.3
0.7 2.1 -0.8
0.6 0.2 -0.1
-0.3 -0.1 0.0
0.3 0.6 0.5
-0.1 -0.5 0.1
0.2 0.3 0.0
-0.5 0.1 0.0
-0.5 0.0 -0.6
-0.4 -0.3 0.2
-0.6 -0.8 0.5
0.1 0.0 -0.1
-0.2 -0.9 -0.2
0.3 -0.2 0.8
-0.6 -0.6 -0.1
0.1 -0.4 0.6
0.1 -0.5 -0.1
0.3 -0.3 -1.3
-0.4 0.7 0.2
-0.6 -0.6 0.5
2.0 -0.4 0.2
-0.5 -0.9 -1.3
-0.5 1.5 -1.1
-0.8 -0.9 0.6
-0.4 -0.4 0.3
0.3 0.4 0.3
0.0 0.1 -0.1
0.5 0.1 0.2
0.0 -0.3 1.0
-0.5 0.4 -0.1
0.1 0.1 -0.1
-0.6 0.3 0.3
-0.6 -0.3 0.3
0.4 0.1 0.1
-0.3 -0.2 -0.1
0.6 -0.3 0.8
0.9 0.6 -0.5
0.3 0.2 0.5
-0.2 -0.3 0.1
-0.2 -0.1 -0.4
0.3 0.1 -0.2
-0.5 0.4 0.7
-0.5 -0.6 0.2
0.6 0.9 0.3
0.6 -1.1 0.0
-0.7 0.6 0.4
0.7 -2.0 -0.4
-0.6 -0.3 -0.7
-0.7 -0.1 0.1
0.9 -0.3 -0.1
-0.1 -0.2 -0.4
0.4 0.0 -0.3
0.1 0.0 0.0
0.0 0.0 0.1
-0.2 -0.3 -0.5
-0.2 0.3 -0.1
0.0 0.4 -0.1
-0.2 -0.2 -0.2
-0.3 1.7 0.1
1.0 0.1 0.1
0.0 0.1 0.4
0.1 0.1 0.0
-0.3 -0.1 0.4
0.1 0.1 -0.2
-0.2 0.5 0.4
0.0 0.0 1.9
0.1 -0.2 -1.3
0.1 -0.4 -0.7
-0.8 -0.1 1.9
0.7 0.6 -0.1
-0.2 -1.0 0.7
0.4 0.5 -0.8
-0.1 -0.1 -0.3
0.3 -0.5 0.6
-0.3 -0.2 -0.1
0.3 0.4 -0.4
-0.4 -0.2 -0.1
0.1 0.1 -0.1
-0.2 0.1 0.2
0.5 0.0 -0.7
0.2 0.3 -0.6
-0.3 0.0 -0.1
0.0 0.0 -0.1
0.1 0.5 0.0
-0.2 -0.2 0.3
-0.3 0.1 0.0
-0.1 0.2 0.0
-0.1 0.2 -0.2
-0.1 0.0 0.0
-0.4 -0.2 0.3
-0.2 -0.2 0.0
1.4 1.1 -1.0
-1.4 -0.5 0.6
0.0 0.5 -0.2
-0.5 -0.3 0.4
0.5 2.1 0.5
-0.3 -0.1 -0.6
0.4 0.4 0.6
0.2 0.0 0.2
-0.1 0.1 0.2
0.3 0.1 -0.3
-0.4 -0.7 0.2
0.2 0.2 0.1
-0.3 0.5 -0.1
0.0 -0.1 0.0
0.3 -0.1 -0.3
-0.3 -0.2 -0.4
0.6 -0.3 -0.4
0.0 -0.6 0.2
-0.3 -0.7 0.0
0.2 -0.1 -0.3
0.0 -0.2 0.0
-0.3 -0.3 0.0
-0.6 -0.5 -0.6
-1.0 0.0 -0.3
1.3 0.9 0.1
-0.5 0.8 0.4
-0.4 -1.0 -0.6
0.6 -0.3 0.8
-0.4 0.9 0.3
0.9 0.3 -1.4
-0.5 -0.9 -0.2
0.3 0.1 0.5
0.2 0.3 0.4
0.3 -0.2 -0.3
0.0 -0.5 -0.2
-0.4 0.0 0.3
0.2 -0.1 0.0
-0.2 -0.5 -0.3
0.4 0.5 0.7
-0.1 0.0 -0.1
-0.1 0.0 -0.5
0.1 0.0 0.0
-0.1 -0.5 0.1
-0.2 0.4 0.6
-0.4 0.2 -0.2
0.5 0.0 0.3
1.1 0.2 -0.4
-0.5 -0.4 -0.1
0.0 0.4 -0.8
-0.1 0.1 0.2
-0.2 -1.1 -0.2
1.4 -0.4 -0.6
-1.4 -0.2 1.0
0.6 1.2 -0.6
0.0 -0.9 0.1
-0.4 0.0 0.3
0.0 0.1 0.2
-0.3 0.1 -0.2
0.3 0.1 0.2
-0.3 -0.2 0.3
0.1 0.7 0.1
0.2 -0.3 0.1
-0.3 0.6 0.4
-0.3 0.2 0.4
-0.6 -0.2 0.0
0.9 0.1 0.2
0.0 -0.1 -0.4
-0.3 0.1 0.2
-0.4 0.1 -0.2
0.5 0.0 -0.2
-0.1 -0.4 0.0
-0.4 -0.1 -0.4
-0.5 0.3 0.1
0.1 -0.9 -1.9
-0.3 -0.5 0.9
0.3 0.3 -0.7
-0.8 1.3 0.1
0.7 -0.1 -0.2
-0.9 -0.8 0.3
0.2 -0.2 0.4
0.2 0.3 -0.3
-0.2 -0.3 0.0
-0.1 -0.1 0.9
0.6 0.6 0.1
-0.4 0.6 0.3
0.4 0.0 0.3
0.3 0.3 -0.3
0.2 0.0 -0.1
0.2 -0.2 0.2
-0.2 -0.7 0.2
0.3 -0.5 -0.1
0.2 0.3 0.2
0.3 0.5 -0.1
-0.1 0.1 0.0
-0.3 0.6 -0.2
-0.1 -0.9 0.2
0.2 1.8 -0.5
-0.1 -1.3 0.3
0.8 0.1 -0.6
-1.0 0.5 0.9
-1.3 -0.6 0.0
-0.1 0.5 -0.2
-0.1 -1.7 0.4
-0.2 -0.1 0.3
0.2 0.0 0.1
0.3 -0.1 -0.2
-0.2 -0.5 -0.1
-0.1 -0.2 0.4
0.3 0.3 0.1
0.0 0.0 -0.2
-0.5 -0.1 0.2
0.6 0.0 -0.5
0.4 0.1 -0.1
0.5 0.3 0.1
0.0 0.1 0.0
0.6 0.0 -0.4
-0.1 0.8 -0.8
0.1 0.4 0.6

Properties
* LUMO level: 0.3 eV
* calculated total energy: -132966.3163 eV
* total charge: 0



Entry 2:
ORCA calculation (the ωB97M-V functional and the def2-TZVPD basis) on 2 unconnected molecules or ions with the total composition C2H3Cl2N in a non-equilibrium geometry.

Element x y z (Å)
N (0.5425, -0.4473, -0.4816)
C (-0.5362, -0.2631, 0.0052)
C (-1.6989, -0.0600, 0.5890)
Cl (-2.8341, 1.0619, -0.1285)
H (0.7597, -1.1623, -1.1702)
H (-1.9817, -0.3204, 1.5855)
Cl (3.4416, 0.9583, 0.0056)
H (2.3070, 0.2329, -0.4051)

Cartesian forces, eV/Å:
1.9 0.2 -0.9
-2.0 -0.3 1.0
0.2 0.9 -0.6
0.2 -0.2 -0.1
-0.5 -0.2 0.2
0.3 -0.6 0.2
-1.7 -1.2 -0.8
1.7 1.4 0.9

Properties
* LUMO level: 0.2 eV
* calculated total energy: -28655.9281 eV
* total charge: 0
* structure (SMILES): N=C=CCl.Cl



Entry 3:
ORCA calculation (the ωB97M-V functional and the def2-TZVPD basis) on a single C5H9NO molecule in a non-equilibrium geometry.

Element x y z (Å)
O (1.8801, 1.7285, 1.5622)
C (1.3617, 0.6449, 1.6364)
N (0.2651, 0.2473, 0.9583)
C (-0.3560, 1.1899, -0.0432)
C (-0.7237, 0.3700, -1.2918)
C (-0.4737, -1.1365, -0.9468)
C (0.1034, -1.0806, 0.4638)
H (1.7247, 0.1263, 2.4840)
H (0.3226, 2.0319, -0.1851)
H (-1.3989, 1.4866, 0.3394)
H (-0.1690, 0.7105, -2.1031)
H (-1.8732, 0.5293, -1.5399)
H (-1.4082, -1.8098, -1.1212)
H (0.2300, -1.6697, -1.6920)
H (-0.5919, -1.6983, 1.1191)
H (1.1071, -1.6703, 0.3600)

Cartesian forces, eV/Å:
0.2 1.5 -0.9
0.0 1.2 0.6
-0.9 0.8 -2.2
-1.8 -0.4 1.1
-2.8 -0.7 0.7
-0.5 -0.6 -2.2
0.7 -4.5 0.9
0.1 -2.2 0.6
-0.4 0.0 -0.1
1.9 0.2 0.1
0.9 0.3 -1.6
2.5 -0.2 0.4
1.3 1.4 1.0
-0.7 1.3 1.2
1.0 0.7 -0.4
-1.6 1.2 0.8

Properties
* LUMO level: 0.9 eV
* calculated total energy: -8867.2698 eV
* total charge: 0
* structure (SMILES): O=CN1CCCC1